C27H32F3N5OPReS as an isolated structure in a non-equilibrium geometry, computed with the ωB97M-V functional and the def2-TZVPD basis.

Cartesian coordinates (Å):
Re 0.069 -1.324 -1.038
C -1.162 -1.195 4.458
C 0.266 -0.766 4.124
N 0.334 0.390 3.218
C 0.339 1.739 3.825
C -1.033 2.409 3.780
C 0.311 0.278 1.906
S 0.181 -1.418 1.299
N 0.368 1.364 1.165
C 0.474 1.551 -0.126
O 0.710 0.592 -0.994
C 0.407 2.902 -0.652
C 0.287 3.104 -2.036
C 0.193 4.384 -2.541
C 0.236 5.473 -1.676
C 0.355 5.281 -0.303
C 0.439 4.005 0.213
H -1.121 -2.052 5.128
H -1.708 -1.489 3.561
H -1.710 -0.402 4.963
H 0.803 -1.602 3.675
H 0.789 -0.495 5.039
H 1.064 2.345 3.286
H 0.671 1.631 4.854
H -1.395 2.478 2.755
H -0.948 3.416 4.185
H -1.756 1.864 4.384
H 0.242 2.250 -2.698
H 0.084 4.544 -3.605
H 0.176 6.477 -2.074
H 0.377 6.134 0.362
H 0.536 3.844 1.277
C 5.363 -1.924 -3.015
N 4.930 -3.064 -2.077
C 5.379 -2.681 -0.658
N 4.830 -1.421 -0.293
C 5.240 -0.369 -1.223
N 4.800 -0.697 -2.576
C 3.368 -0.590 -2.769
P 2.464 -1.801 -1.665
C 3.458 -3.313 -2.152
C 3.398 -1.449 -0.075
H 5.048 -2.174 -4.029
H 6.451 -1.880 -2.978
H 5.414 -3.923 -2.355
H 6.468 -2.634 -0.670
H 5.058 -3.467 0.025
H 6.325 -0.270 -1.206
H 4.806 0.581 -0.916
H 3.123 -0.795 -3.814
H 3.037 0.425 -2.548
H 3.206 -3.600 -3.174
H 3.206 -4.149 -1.498
H 3.148 -2.214 0.662
H 3.074 -0.488 0.328
F -9.203 -0.052 -1.555
C -8.758 -0.698 -0.475
F -9.069 0.017 0.609
F -9.376 -1.878 -0.402
C -7.258 -0.899 -0.586
C -6.754 -1.586 -1.694
C -5.399 -1.733 -1.851
C -4.521 -1.201 -0.879
C -5.052 -0.539 0.259
C -6.409 -0.387 0.397
C -3.140 -1.277 -0.975
C -1.897 -1.307 -1.014
H -7.440 -1.997 -2.423
H -5.003 -2.259 -2.710
H -4.373 -0.144 1.004
H -6.825 0.122 1.254

The calculated total energy is -68394.1614 eV. As for the HOMO energy (alpha / beta): -16.42 / -16.42 eV. As for the total charge: +3. The LUMO energy (alpha / beta) comes out at -10.36 / -10.96 eV. Its multiplicity is 4. The calculation puts the energy above the lowest of the compared OMol25 structures with the same formula, charge and spin at 32.9 kcal per mole. The molar mass comes out at 748.829 g/mol.

Löwdin atomic charge list, values in e, 8 entries: 1.0978, -0.0499, -0.2180, -0.0842, -0.1566, -0.0468, -0.5716, 0.7424